[1]
Here is 5 unconnected molecules or ions with the total composition C24H64BF4N4O8 from OMol25. Energies are from ωB97M-V with the def2-TZVPD basis set.

Positions of all 105 atoms, in Å:
H: -5.99436 4.88332 -6.76278
H: 2.18656 -6.31366 -1.43194
H: -1.90864 -10.27920 -1.05704
O: 5.25168 3.97218 -0.74912
H: -1.52000 0.76105 -2.15702
C: 1.14927 1.77705 6.43142
C: 0.73255 -6.63091 -2.94332
H: -0.55406 -1.69445 3.43999
H: -3.48036 -1.54576 5.55157
H: -3.29214 0.52975 -4.07746
H: -4.22005 3.69686 -7.64435
H: -0.81347 -5.24586 -2.65248
H: -2.97728 -2.44428 4.07134
H: 5.15037 5.84512 -1.73146
F: 2.09855 0.22194 1.25411
H: -4.51839 1.77730 -6.03426
C: 2.29782 5.34265 3.10353
N: 3.48746 2.39529 0.36542
F: 0.06602 0.88502 2.30991
H: 4.04571 2.82013 1.10066
H: -0.17484 -10.13298 -0.83734
H: 6.31735 5.51510 -0.37388
H: -0.15295 -0.48337 6.58481
N: 0.84496 -0.55206 6.24920
H: 5.21578 1.38849 -0.22476
H: -2.42742 1.58617 -0.13747
H: -2.59748 -3.02599 5.71788
H: -2.76948 1.69421 -6.62753
H: 0.55790 -7.70419 -3.06269
O: -1.52575 -1.30334 5.22380
H: -0.09331 -2.72558 4.84030
C: -0.39557 -1.68789 4.54788
H: -1.68255 -7.47590 -4.29936
H: -1.21825 -9.04322 0.09888
O: 2.75968 4.85717 1.86653
C: -3.66821 3.62321 -6.72971
H: 3.19905 5.85355 3.41712
N: -0.64142 -6.02300 -3.25909
H: 1.97112 4.60295 3.87730
H: 3.13948 1.46302 0.74690
C: 2.40104 3.38289 -0.03513
H: 1.62992 0.38346 7.91401
H: 2.71170 0.26866 6.49298
C: 1.13978 -6.12528 -1.59732
H: 0.56307 -6.51546 -0.77729
C: -5.26386 5.33091 -6.12702
C: -2.70278 -2.14459 5.10948
H: 1.39316 -6.21640 -3.69446
C: -2.41803 1.21187 -4.07259
C: -1.98876 -7.65336 -2.06465
H: 3.96068 3.33928 -2.24286
H: 1.19640 -3.01436 -0.62654
H: -2.71702 4.09304 -7.01965
H: 2.84167 4.17977 -0.62533
H: 0.95720 4.44387 0.82135
C: 4.77143 2.96570 -1.65921
C: -1.89826 1.60486 -2.72501
H: -4.67493 6.17017 -6.55619
H: 1.09696 -4.50566 0.43912
C: 0.60596 -0.59658 4.75366
H: -2.19321 3.10253 -4.83462
H: -1.02638 2.24976 -2.88033
H: -1.87287 2.81998 7.05800
H: 1.08933 1.90015 5.36397
B: 0.60461 0.26512 1.18549
O: -0.95718 -8.63589 -1.89505
H: -0.42149 3.85285 7.29559
O: -4.36902 4.28751 -5.69474
C: -2.86060 2.43686 -0.67001
C: -1.84792 -6.92425 -3.36379
C: -1.10341 -9.58300 -0.84056
H: 5.48170 2.64292 -2.39801
H: 1.55159 -0.74441 4.20379
H: -0.60833 -5.55601 -4.19147
O: -2.94679 2.26414 -2.08023
H: -5.64579 5.76024 -5.22424
H: 1.49120 6.08398 2.93575
C: 4.36958 1.84057 -0.71256
H: -2.66163 -6.22196 -3.49471
N: -2.94552 2.42642 -4.80119
H: 1.55687 3.21482 1.95051
O: 0.93592 -4.72815 -1.66382
H: -3.67812 2.82454 -4.21150
C: 1.45646 -4.08185 -0.50473
H: 3.77979 1.08995 -1.24070
F: 0.19548 -1.07091 1.15116
H: -1.97500 -7.10501 -1.13996
H: -1.70186 0.69541 -4.71452
H: 1.67927 2.76483 -0.56399
H: -0.85861 3.15783 5.64677
C: 1.85583 3.95936 1.21178
C: -0.86469 3.01156 6.74150
H: -3.91847 2.56794 -0.40505
C: 1.70369 0.47456 6.81825
H: 0.15574 0.36675 4.43924
C: -3.52943 2.21395 -6.15329
H: -2.37963 3.33977 -0.40401
H: 6.55703 4.74798 -1.99394
H: 1.70487 2.64336 6.83113
H: -2.94468 -8.23190 -2.12481
H: 1.14622 -1.47851 6.55919
O: -0.16975 1.76258 6.93242
F: 0.32209 0.92309 -0.02445
H: 2.55038 -4.21991 -0.52050
C: 5.84204 5.10770 -1.29062

Cartesian forces, eV/Å:
H -0.68 0.18 -0.55
H 0.53 -0.42 0.10
H -0.31 0.04 0.21
O -1.38 -1.90 -0.27
H -0.10 -0.42 0.05
C -0.71 1.79 0.35
C -1.13 -0.16 -0.76
H -0.04 -0.24 0.59
H -0.41 0.13 -0.07
H 0.42 0.30 0.61
H -0.64 -0.61 -0.64
H 0.03 0.58 1.04
H 0.49 0.49 0.56
H 0.06 -0.37 0.09
F -0.79 0.29 0.32
H 0.30 -0.44 -0.18
C -0.06 0.86 0.15
N 0.38 -1.44 -0.03
F 0.34 0.29 -0.44
H 0.26 0.34 -0.12
H 0.21 -0.15 0.14
H 0.06 0.40 -1.05
H 0.92 0.34 0.13
N -1.87 -1.34 -0.31
H 0.35 -0.14 0.05
H 0.01 -0.01 -0.26
H 0.25 -0.53 0.19
H 0.78 -1.63 -1.53
H 0.65 0.25 0.29
O -1.56 0.04 0.50
H 0.28 0.68 -0.04
C 0.08 -1.07 -2.18
H -0.36 -0.49 0.71
H -0.23 -0.25 0.25
O -0.47 -1.61 -1.40
C -0.47 0.26 0.50
H -0.21 0.32 0.81
N 0.17 0.42 -2.42
H 0.31 0.13 -0.85
H -0.87 1.42 0.19
C 1.38 -1.49 0.50
H 0.22 -0.07 -0.37
H 0.36 0.20 -0.10
C 0.02 0.56 -0.21
H -0.31 -0.57 0.38
C 1.92 0.57 0.42
C 0.45 0.47 -0.31
H 0.21 -0.15 -0.11
C -1.30 -1.04 -1.31
C -0.82 -3.66 0.19
H -1.03 0.31 -0.32
H 0.18 -0.59 0.45
H 0.22 -0.05 0.64
H 0.10 -0.19 -0.15
H -0.31 0.53 0.63
C 0.66 0.49 1.71
C 0.21 0.33 0.10
H -0.45 -0.66 -0.39
H -0.34 0.10 -0.20
C 0.74 0.42 0.20
H 0.10 0.50 -0.17
H 0.14 0.30 0.11
H -0.39 0.14 0.22
H 0.30 0.15 -0.76
B 0.86 -0.87 -0.32
O 0.32 0.57 -1.15
H 0.00 -0.36 -0.20
O 0.22 0.39 -0.05
C -1.62 -0.58 -0.10
C 1.26 0.92 0.54
C -0.02 0.58 -0.39
H 0.89 -0.22 -0.09
H -0.39 -0.02 0.36
H 0.38 -0.42 0.77
O 0.11 -0.13 -0.27
H -0.72 -0.09 0.45
H 0.25 -0.37 0.25
C -0.56 1.01 -1.16
H -0.44 -0.14 -0.08
N 0.02 -0.63 1.31
H -0.23 -0.35 -0.18
O -0.30 0.07 0.34
H 0.10 0.39 0.17
C 0.61 0.65 -0.51
H 0.11 -0.09 0.08
F -0.05 0.24 -0.10
H -0.39 1.20 0.10
H 0.32 0.39 0.11
H -0.25 0.38 -0.05
H -0.14 0.59 0.39
C -0.85 0.85 0.87
C 0.53 -0.85 -0.88
H 0.38 -0.20 0.37
C 0.47 -0.27 1.09
H 0.31 -0.76 0.32
C -0.20 1.98 0.44
H 0.92 0.95 0.15
H 0.89 0.42 -0.76
H 0.09 -0.47 0.02
H 0.29 0.68 0.18
H 0.12 0.06 -0.12
O -0.09 0.45 0.56
F -0.21 0.12 0.35
H -0.23 0.29 0.13
C 0.39 0.71 1.16

As for the energy: -2197.30137 Ha. The charge is +3. For the LUMO energy, the calculation gives -5.895 eV. The HOMO-LUMO gap is 9.8 eV.

[2]
Here is a molecular structure, C42H40N2O6P2Re from OMol25. Energies are from ωB97M-V with the def2-TZVPD basis set.

Positions of all 93 atoms, in Å:
C: -0.27328 -0.70614 6.54468
H: 0.46203 2.47122 -4.95243
N: -2.01219 2.58842 6.63133
Re: -0.20180 0.58913 -0.23586
C: -2.35003 2.11006 -0.00380
H: -2.23445 -1.04283 -2.31065
C: 1.62407 0.58449 1.21599
C: 4.98668 -0.52000 -0.33473
H: -3.72773 -5.28411 -1.79569
C: 1.05947 0.05843 -3.67709
C: -3.84693 0.26834 -0.58769
H: 0.71770 -1.45145 -5.13913
H: -3.06345 4.09649 -0.17710
H: 5.19209 0.48012 -0.71281
C: -0.79444 -0.07547 4.21524
C: 0.18111 -0.59062 -4.73721
H: 1.44958 2.64133 0.04777
H: 1.59416 -0.33140 1.83266
H: -0.85942 0.71066 8.08566
H: 7.08663 -0.96598 -0.05373
C: -4.17033 -4.56952 0.21084
H: -4.33935 -3.69772 2.20828
H: 1.18629 1.79818 -2.36372
C: 3.85804 4.19938 -1.73211
C: 3.42570 -2.21297 0.41062
C: 6.06234 -1.33459 0.06511
N: 0.36907 -1.58901 7.49025
P: 2.12399 -0.09347 -0.88248
H: -0.00649 3.24948 -3.44895
C: 4.32916 3.11891 -2.48832
H: -5.81642 0.92321 -1.33085
C: 0.20597 -2.20481 -1.48659
C: -3.85811 -3.64039 1.22730
H: 4.47236 0.94228 -2.58018
H: -2.11339 -3.45974 -2.26339
C: -1.88889 0.96458 -3.04360
C: 0.00568 2.29936 -3.97939
C: 5.80188 -2.59238 0.62039
C: 2.36155 2.74098 -0.56172
C: 2.84898 4.02228 -0.79319
H: -2.48816 1.51847 -2.30992
H: -1.24893 -2.16334 -4.16565
H: 4.99744 3.27466 -3.34115
H: -0.11339 -3.13401 -1.94137
C: -0.69422 -0.40034 2.73377
H: -2.09858 2.71176 -4.24298
H: 2.70852 0.80156 1.00030
C: 2.98309 1.62725 -1.13218
O: 0.40687 -1.26567 8.69881
C: -2.62002 -3.51769 -1.30583
H: -4.13623 -0.80546 -0.66665
O: -1.95765 2.74690 7.87557
C: -2.57767 0.75482 -0.19928
C: -1.22918 -1.06583 -4.28217
H: -1.53950 1.34315 -5.17410
H: 2.10878 -0.32593 -3.69681
C: -1.44349 1.83408 -4.19088
H: -2.57061 -1.98043 1.75977
H: 6.62471 -3.22872 0.91848
C: 0.74090 1.28839 -3.19936
H: 1.28627 1.48225 1.78361
H: 0.11643 -1.97895 4.82296
H: -1.87200 -0.80186 -5.14203
H: -5.26446 3.36113 -1.19121
O: 0.86957 -2.64965 7.06152
O: -0.41656 -1.59506 2.51613
H: 4.28686 5.18216 -1.88408
H: 0.04101 0.07025 -5.61827
C: -2.30564 -2.60405 -0.29113
C: -1.38784 1.09035 4.71065
O: -2.56411 3.41471 5.87622
C: 1.42931 -1.63564 -1.71312
H: -1.81664 1.79819 4.00096
H: 2.44485 4.84048 -0.21365
C: -1.40692 1.38860 6.11438
C: -4.53590 2.60960 -0.87000
O: -0.82290 0.51867 1.82481
H: 2.18728 -2.16826 -2.30964
H: 2.38298 -2.52572 0.55288
C: -1.73188 -0.36987 -3.04316
C: -3.32445 3.05143 -0.34538
C: -3.52987 -4.52527 -1.03682
C: -0.29908 -1.01639 5.15866
H: -1.35320 2.45710 0.28227
C: -0.84103 0.48918 7.02903
C: 4.48762 -3.02505 0.82747
H: 4.25586 -3.97367 1.31566
C: 3.96591 1.81007 -2.13428
C: -4.82829 1.23951 -0.96688
P: -0.99970 -1.44590 -0.53755
C: -2.90436 -2.66331 0.98216
H: -4.91183 -5.34720 0.41002
C: 3.66225 -0.98609 -0.24426

Cartesian forces, eV/Å:
C -0.96 1.40 -1.77
H 0.30 -0.06 0.01
N -1.37 2.75 2.04
Re -0.64 0.60 4.43
C -0.60 -0.96 -0.71
H 0.06 0.91 -0.61
C 0.91 0.70 0.53
C 0.05 0.01 -0.11
H -0.09 0.28 0.25
C 0.57 0.00 -1.19
C -0.40 0.50 -0.32
H -0.02 0.00 0.02
H -0.45 -0.15 -0.26
H 0.09 -0.45 0.18
C -0.40 0.37 1.26
C 0.80 -0.13 -0.45
H 0.65 0.09 -0.10
H -0.23 0.44 -0.43
H 0.10 -0.03 0.01
H -0.45 -0.21 0.08
C 0.12 0.23 0.33
H 0.17 -0.04 -0.44
H 0.96 -0.43 -0.29
C 0.06 -0.11 -0.28
C 0.08 -0.11 -0.43
C -0.71 0.05 0.01
N 1.40 -2.22 2.34
P 0.60 -0.25 1.49
H 0.13 0.02 0.07
C 0.15 -0.51 0.33
H 0.60 0.06 0.21
C 0.74 0.05 -0.26
C -0.12 -0.35 -0.43
H -0.50 0.53 -0.10
H -0.21 -0.10 -0.01
C -1.04 0.24 -0.40
C -1.93 0.04 -0.18
C -0.15 0.23 -0.05
C -0.38 -0.11 -0.11
C 0.27 -0.49 0.09
H 0.55 -0.60 -0.24
H 0.02 0.48 -0.03
H -0.04 -0.01 0.55
H 0.66 -0.26 -0.09
C 0.71 -1.77 0.62
H 0.07 -0.20 0.03
H -1.13 -0.16 0.47
C -0.64 -0.44 -2.12
O -0.33 -0.26 -2.76
C 0.23 -0.08 0.28
H 0.56 1.00 0.03
O -0.02 -0.48 -2.70
C 0.55 0.03 -0.29
C 0.35 0.04 0.06
H -0.05 0.00 0.51
H -0.93 0.17 0.88
C -0.62 0.35 -0.57
H -0.24 -0.18 -0.16
H 0.00 0.02 0.01
C 1.26 0.42 0.02
H 0.07 -0.70 -0.31
H -0.21 0.66 0.22
H -0.14 -0.37 0.57
H 0.17 -0.40 0.19
O -1.03 2.06 0.36
O -0.33 1.22 -1.15
H -0.18 0.01 -0.17
H 0.26 -0.09 0.60
C -0.05 0.16 0.89
C 0.09 0.77 0.77
O 1.26 -2.01 0.80
C 0.81 -0.09 -1.62
H 0.06 -0.03 0.33
H 0.03 0.14 -0.17
C 0.75 -2.09 -1.64
C -0.14 0.15 0.05
O -0.34 0.23 0.39
H -0.49 -0.02 0.33
H 0.50 -0.13 0.06
C -1.29 -0.23 -0.93
C 0.48 0.04 0.10
C -0.26 -0.04 0.16
C 0.47 0.03 0.56
H 0.19 0.58 0.51
C -0.01 -0.16 -0.75
C -0.46 0.51 -0.12
H 0.26 0.29 -0.16
C -0.29 0.25 0.29
C 0.91 -0.40 0.58
P 0.18 -0.95 -0.28
C -0.08 -0.08 -0.27
H 0.29 0.24 -0.08
C -0.64 -0.38 0.67

As for the energy: -2945.21895 Ha. The multiplicity is 4. The charge is +2. Its expectation value of S² is 3.794. For the LUMO energy (alpha / beta), the calculation gives -7.951 / -8.511 eV. The HOMO-LUMO gap (alpha / beta) is 5.1 / 5.8 eV.

Record-wise relative energy (zero: lowest compared OMol25 entry of this formula, charge and spin) values, in kcal/mol: 23.7, 113.9